The following is a quantum chemistry calculation of a 15-piece molecular cluster, C45H95N5O30 overall in a non-equilibrium geometry, from the Open Molecules 2025 dataset.

* F_max: 4.54 eV/Å
* E: -117063.7136 eV
* net charge: 0
* HOMO: -0.344 hartree

Element x y z (Å)
C  -5.8577  0.3005  -1.6000
N  -5.2431  1.6451  -1.9157
O  -4.5209  2.1830  -1.0873
O  -5.7627  2.2634  -2.8460
H  -5.0861  -0.4053  -1.9075
H  -6.6172  0.1945  -2.3746
H  -6.1394  0.2343  -0.5492
C  -5.7710  -4.5541  -3.3196
N  -5.6630  -3.0653  -3.0404
O  -4.9973  -2.7235  -2.0633
O  -6.2178  -2.2773  -3.7744
H  -4.9477  -4.8366  -3.9758
H  -6.7742  -4.7908  -3.6742
H  -5.6274  -5.1799  -2.4388
C  -3.9193  -0.5594  -4.9615
N  -2.7367  -1.2849  -5.5599
O  -2.7720  -2.5318  -5.3779
O  -1.8961  -0.6494  -6.1657
H  -3.4691  0.4324  -4.9212
H  -4.0095  -0.8803  -3.9237
H  -4.8093  -0.6802  -5.5790
C  2.1850  -1.6521  -4.3259
N  2.0022  -2.3582  -3.0403
O  2.1198  -3.5596  -3.0378
O  1.7938  -1.7070  -2.0687
H  3.0633  -1.0983  -3.9944
H  1.2322  -1.1434  -4.4722
H  2.5831  -2.3096  -5.0988
C  3.3215  4.2386  -3.3464
N  2.0999  5.0967  -3.2157
O  1.9973  6.0915  -3.9247
O  1.1964  4.7179  -2.3994
H  3.8883  4.5723  -4.2155
H  2.9701  3.2134  -3.4629
H  3.8615  4.3423  -2.4052
O  1.7559  1.7915  -0.2760
C  3.0016  1.7074  -0.1497
O  3.8003  2.3280  0.7877
C  3.2579  2.8374  2.0095
C  2.8129  4.3376  1.8824
C  3.8353  1.0602  -1.2990
H  3.7710  2.6671  2.9559
H  2.2752  2.4437  2.2694
H  2.3818  4.8719  2.7291
H  2.1768  4.3695  0.9979
H  3.7429  4.8630  1.6656
H  4.2687  0.1106  -0.9851
H  4.5708  1.7556  -1.7035
H  3.0579  0.6678  -1.9545
O  3.5443  0.2747  6.3072
C  2.5261  0.9415  6.1068
O  1.3215  0.5505  5.7725
C  0.9366  -0.7580  5.4891
C  1.1794  -1.8416  6.6033
C  2.6884  2.5015  6.1090
H  1.4666  -0.8499  4.5411
H  -0.0814  -0.8088  5.1027
H  0.8357  -2.8551  6.3966
H  0.6580  -1.5229  7.5059
H  2.2290  -1.8394  6.8974
H  3.0531  2.7593  5.1147
H  3.3272  2.8472  6.9218
H  1.7697  3.0665  6.2666
O  2.7672  1.6839  -5.7497
C  2.3461  2.4012  -6.6512
O  1.3688  3.3227  -6.6100
C  0.5066  3.5381  -5.4330
C  -0.8399  2.8497  -5.7697
C  3.0362  2.3468  -8.1138
H  0.1395  4.5499  -5.2613
H  1.0566  3.1733  -4.5655
H  -1.2129  3.2795  -6.6994
H  -1.5112  3.0809  -4.9426
H  -0.5593  1.8028  -5.8848
H  2.3823  2.0194  -8.9221
H  3.8062  1.5847  -7.9935
H  3.4456  3.2899  -8.4758
O  -2.2856  0.0863  -2.4224
C  -1.4903  0.2145  -1.4936
O  -0.9252  -0.7489  -0.7510
C  -1.0162  -2.0655  -1.1200
C  -0.0580  -2.7737  -0.0609
C  -1.2221  1.5549  -0.7940
H  -0.5920  -2.3507  -2.0827
H  -2.0390  -2.4383  -1.0655
H  -0.5505  -3.0477  0.8720
H  0.7854  -2.1450  0.2244
H  0.3027  -3.7211  -0.4613
H  -0.2653  2.0058  -1.0573
H  -1.1520  1.3907  0.2813
H  -2.0658  2.1749  -1.0971
O  -2.5992  5.3302  4.5634
C  -2.1001  4.7136  5.4978
O  -1.6291  3.3964  5.4552
C  -1.9118  2.6108  4.3646
C  -0.7233  2.4951  3.3986
C  -1.8607  5.3181  6.9054
H  -2.8177  2.8202  3.7957
H  -1.9393  1.5903  4.7465
H  -0.6247  3.3719  2.7586
H  -0.6830  1.5321  2.8896
H  0.1500  2.4369  4.0483
H  -2.1335  6.3733  6.8876
H  -0.8177  5.2480  7.2143
H  -2.3662  4.8180  7.7315
O  2.7485  -6.0125  1.4639
C  3.1985  -5.6024  0.3902
O  3.7023  -6.3330  -0.6119
C  4.1611  -7.6386  -0.4904
C  5.4152  -7.8745  0.3580
C  3.2281  -4.0106  0.1540
H  4.5639  -7.9397  -1.4574
H  3.3458  -8.2850  -0.1655
H  5.2010  -7.6514  1.4032
H  6.2333  -7.2022  0.0994
H  5.8316  -8.8748  0.2399
H  2.6530  -3.4971  0.9245
H  2.7098  -3.7681  -0.7738
H  4.2545  -3.6526  0.2336
O  -5.1143  -1.8904  5.2625
C  -6.1280  -1.4237  4.7129
O  -5.9317  -0.6238  3.6338
C  -4.6178  -0.3990  3.0329
C  -3.9728  -1.6766  2.3057
C  -7.5660  -1.6446  5.0503
H  -3.8647  0.0215  3.6993
H  -4.6826  0.3515  2.2451
H  -3.7339  -2.4314  3.0548
H  -3.1484  -1.3814  1.6566
H  -4.6626  -2.0715  1.5598
H  -7.6241  -1.9202  6.1032
H  -7.9467  -2.4885  4.4749
H  -8.0798  -0.7035  4.8540
O  6.7528  1.2142  1.1950
C  7.2636  0.7946  2.2317
O  6.6759  0.0445  3.2130
C  5.4920  -0.6224  3.0567
C  5.4262  -1.7900  2.1235
C  8.4811  1.5261  2.6859
H  4.7753  0.1117  2.6887
H  5.0395  -0.9174  4.0035
H  6.1202  -2.5916  2.3763
H  5.6897  -1.6305  1.0779
H  4.5111  -2.3822  2.1236
H  8.8059  1.1025  3.6363
H  8.1772  2.5728  2.6890
H  9.2364  1.3498  1.9200
O  -3.1405  7.1472  -2.7403
C  -3.1199  5.9316  -2.4557
O  -2.2951  5.2545  -1.6124
C  -1.4688  5.9783  -0.6891
C  -0.8954  5.0601  0.3110
C  -4.0761  5.1193  -3.2016
H  -2.0718  6.7762  -0.2557
H  -0.7280  6.4319  -1.3476
H  -0.2769  5.5568  1.0584
H  -0.2832  4.2512  -0.0876
H  -1.6687  4.4499  0.7776
H  -4.8525  5.5990  -3.7977
H  -4.6459  4.6294  -2.4121
H  -3.6270  4.3028  -3.7670
O  -0.3562  -6.6911  -2.0612
C  -1.1687  -5.7607  -2.0242
O  -1.8073  -5.3020  -0.8989
C  -1.5632  -5.9825  0.3534
C  -2.2951  -5.3807  1.5491
C  -1.5438  -4.9892  -3.2356
H  -0.5079  -6.1575  0.5630
H  -1.7156  -7.0593  0.2791
H  -3.3305  -5.7209  1.5684
H  -2.1735  -4.3075  1.6955
H  -1.7666  -5.7461  2.4297
H  -1.7728  -3.9417  -3.0392
H  -2.5022  -5.3415  -3.6171
H  -0.7084  -4.9349  -3.9335